Entry from the Open Molecules 2025 dataset: a molecular structure, C24H29F3IN8O3PPt (ωB97M-V/def2-TZVPD).

## Properties
HOMO level in eV: -13.79
Charge: +2
Strongest force on any atom in eV/A: 0.2
HOMO-LUMO gap in eV: 6.42
DFT total energy in eV: -72198.84792
Multiplicity: 1

Positions of all 70 atoms, in Å:
Pt: -0.3759 -0.1049 0.9068
N: -0.6049 3.6702 2.6301
C: -0.0558 2.4631 2.7218
N: -0.4706 1.7660 1.6771
C: -1.2828 2.6161 0.9833
N: -1.3839 3.7892 1.5390
C: -1.8866 2.1128 -0.2405
C: -2.6327 2.8627 -1.1304
N: -3.0904 2.3360 -2.2611
C: -2.7988 1.0698 -2.5094
C: -2.0573 0.2842 -1.6270
N: -1.6239 0.8138 -0.4892
H: -0.5041 4.4522 3.2632
H: 0.6006 2.1348 3.5104
H: -2.8580 3.9013 -0.9194
H: -3.1644 0.6402 -3.4338
H: -1.8495 -0.7546 -1.8186
I: 1.3197 -1.0655 2.5934
C: -0.2488 -1.7809 3.7874
C: 0.0381 -2.5196 4.8917
C: -1.0366 -2.9608 5.6926
C: -2.3149 -2.6280 5.3551
C: -2.6047 -1.8553 4.2023
C: -3.9365 -1.5174 3.8694
C: -4.2038 -0.7840 2.7543
C: -3.1559 -0.3662 1.9056
C: -1.8565 -0.6717 2.1889
C: -1.5438 -1.4157 3.3628
H: 1.0545 -2.7722 5.1634
H: -0.8316 -3.5571 6.5704
H: -3.1424 -2.9587 5.9693
H: -4.7371 -1.8584 4.5128
H: -5.2222 -0.5321 2.4922
H: -3.4284 0.1608 1.0033
F: -1.4877 -4.4272 -1.7500
C: -0.9140 -4.0898 -0.5984
F: 0.4065 -4.2452 -0.7238
F: -1.3486 -4.9010 0.3633
C: -1.3025 -2.6283 -0.2450
O: -0.2607 -1.9285 0.1273
O: -2.4452 -2.2659 -0.3205
C: 1.0656 0.2221 -4.2595
N: 1.1792 -0.2041 -2.8644
C: 1.0606 -1.6553 -2.6954
P: 1.9650 0.6260 -1.6854
O: 1.2368 0.5580 -0.3513
N: 3.4579 0.0121 -1.4740
C: 4.1414 -0.0101 -0.1868
C: 4.2649 -0.4233 -2.6120
N: 2.0608 2.1729 -2.2314
C: 3.2421 3.0018 -2.0001
C: 0.8251 2.9323 -2.3685
H: 1.7135 -0.3844 -4.8978
H: 1.3478 1.2637 -4.3727
H: 0.0380 0.0908 -4.6056
H: 1.7762 -2.1748 -3.3379
H: 0.0590 -1.9907 -2.9782
H: 1.2475 -1.9432 -1.6635
H: 3.5701 0.5447 0.5547
H: 5.1235 0.4588 -0.2775
H: 4.2851 -1.0367 0.1596
H: 3.6939 -0.3504 -3.5356
H: 4.5808 -1.4594 -2.4791
H: 5.1557 0.2007 -2.7134
H: 4.1383 2.3881 -1.9731
H: 3.1666 3.5611 -1.0622
H: 3.3420 3.7149 -2.8185
H: -0.0067 2.2632 -2.5922
H: 0.9133 3.6413 -3.1930
H: 0.5981 3.4957 -1.4552

What are the natural (NBO) partial charges on each atom? They are as follows, in elementary charge units: Pt 1.292; N -0.296; C 0.247; N -0.472; C 0.289; N -0.175; C 0.113; C 0.057; N -0.295; C 0.030; C 0.061; N -0.400; H 0.459; H 0.259; H 0.248; H 0.243; H 0.263; I 0.569; C -0.046; C -0.261; C -0.192; C -0.132; C -0.069; C -0.156; C -0.176; C -0.244; C -0.107; C -0.115; H 0.243; H 0.250; H 0.241; H 0.241; H 0.241; H 0.218; F -0.295; C 0.897; F -0.308; F -0.294; C 0.699; O -0.700; O -0.580; C -0.407; N -0.823; C -0.421; P 2.492; O -1.205; N -0.822; C -0.402; C -0.408; N -0.813; C -0.400; C -0.411; H 0.206; H 0.227; H 0.202; H 0.210; H 0.198; H 0.232; H 0.205; H 0.213; H 0.204; H 0.215; H 0.215; H 0.208; H 0.220; H 0.189; H 0.220; H 0.198; H 0.228; H 0.184